# 1
{"formula": "C2H5N3O3", "method": "wB97M-V/def2-TZVPD", "species": ["N", "N", "C", "N", "O", "O", "C", "O", "H", "H", "H", "H", "H"], "coordinates": [[-0.3593, -1.5681, -1.8338], [-0.1053, -0.1679, -1.4194], [-0.1312, 0.0060, -0.2240], [-0.5853, -0.7118, 0.7855], [-0.1287, -0.0858, 2.1156], [-0.0866, 1.2548, 0.2536], [1.2263, 1.8827, 0.2687], [2.4387, 1.3905, 0.3222], [-0.4642, -1.2577, -2.9300], [-1.4125, -1.8719, -1.4732], [-0.2570, -1.6092, 0.8615], [-1.0806, -0.2281, 2.6508], [0.9456, 2.9666, 0.6226]], "lowdin_charge": [-0.042, 0.042, -0.618, 0.098, -0.070, 0.004, -0.130, 0.002, 0.127, 0.127, 0.099, 0.193, 0.168], "smiles": "N/N=C(\\NO)OC=O"}



# 2
{"formula": "C2H5N3OS", "method": "wB97M-V/def2-TZVPD", "species": ["H", "N", "C", "N", "S", "C", "N", "O", "H", "H", "H", "H"], "coordinates": [[1.0037, -2.0553, -0.1063], [1.6552, -1.5836, -0.8451], [1.8558, -0.3776, -0.4254], [1.3706, 0.2629, 0.7901], [-0.1589, -0.2393, 1.4873], [-1.2901, 0.1595, 0.1668], [-0.9667, 0.6998, -0.8867], [-2.0224, 1.0349, -1.6744], [2.4878, 0.3862, -1.0812], [1.3592, 1.2529, 0.5638], [-2.3197, 0.0305, 0.7014], [-1.6167, 1.5912, -2.3354]], "lowdin_charge": [0.052, 0.044, -0.391, -0.352, 0.886, -0.508, -0.094, -0.034, 0.142, 0.052, 0.111, 0.091], "smiles": "[H]/N=C\\NS/C=N/O"}



# 3
{"formula": "C2H5N3OS", "method": "wB97M-V/def2-TZVPD", "species": ["N", "N", "C", "N", "S", "C", "O", "H", "H", "H", "H", "H"], "coordinates": [[2.2801, -0.5268, -0.4261], [1.4746, 0.7427, -0.5138], [0.4580, 0.7601, 0.2090], [-0.0479, -0.3600, 1.0818], [-0.9983, -1.2639, -0.1270], [-2.4072, -0.2123, -0.4544], [-2.5647, 0.9602, -0.0773], [2.4881, -0.8219, 0.7533], [3.3539, -0.3042, -0.5696], [-0.3931, 1.6171, -0.0527], [-0.7711, 0.1887, 1.5088], [-2.8723, -0.7797, -1.3318]], "lowdin_charge": [-0.074, -0.060, -0.382, -0.285, 0.922, -0.561, -0.069, 0.155, 0.083, 0.161, 0.025, 0.086], "smiles": "N/N=C\\NSC=O"}



# 4
{"formula": "C2H5N3S", "method": "wB97M-V/def2-TZVPD", "species": ["H", "N", "C", "N", "S", "C", "N", "H", "H", "H", "H"], "coordinates": [[2.2316, 0.6994, 0.0560], [1.6874, 1.5467, 0.0186], [0.4627, 1.2764, -0.0257], [-0.1886, 0.0040, -0.0279], [-1.8896, -0.0373, -0.0664], [0.4974, -1.2104, -0.0221], [1.7565, -1.3027, 0.0350], [2.0510, -2.2543, 0.0032], [-0.2758, 2.0580, -0.0709], [-2.1373, 0.0261, 1.2748], [-0.1835, -2.0648, -0.0948]], "lowdin_charge": [0.006, 0.118, -0.323, -0.490, 0.809, -0.324, 0.094, 0.044, 0.079, -0.114, 0.102], "smiles": "[H]/N=C\\N(S)/C=N/[H]"}



no.,HOMO (eV),orbital gap (eV)
1,-9.322,9.78
2,-9.410,10.09
3,-9.693,9.98
4,-9.714,10.23